This record from the OMol25 dataset describes a molecular structure, C34H30AsBr2N2O3Sm in a non-equilibrium geometry. The level of theory is ωB97M-V/def2-TZVPD.

```
73
C34H30AsBr2N2O3Sm, DFT ωB97M-V/def2-TZVPD
Sm -0.22551 0.80908 0.87858
Br -3.06465 -3.65726 1.49031
C -2.33066 -2.63546 2.89968
C -2.57042 -3.03688 4.22395
C -2.05530 -2.32802 5.26630
Br -2.40606 -2.91298 7.03581
C -1.26864 -1.17469 5.03229
C -0.68780 -0.37579 6.04351
C 0.06098 0.71467 5.71074
C 0.23923 1.02335 4.35328
N -0.28109 0.30857 3.38705
C -1.03765 -0.78609 3.69474
C -1.58024 -1.51888 2.57785
O -1.35022 -1.12842 1.35852
H -3.16893 -3.91746 4.41030
H -0.84588 -0.64089 7.08009
H 0.51137 1.34065 6.46917
H 0.82694 1.88651 4.05865
C 2.91866 1.83971 1.13443
O 1.91661 0.92541 0.79099
H 3.90497 1.36437 1.16865
H 2.75370 2.28686 2.12275
H 2.98322 2.67092 0.42181
O -0.39051 0.58005 -1.26747
As 0.54607 -0.49594 -2.15394
C 1.78845 0.47538 -3.20921
C 2.87096 1.04709 -2.54393
C 3.75959 1.83368 -3.25979
C 3.56472 2.04035 -4.62080
C 2.48189 1.46775 -5.27410
C 1.58163 0.68204 -4.56682
C 1.58714 -1.77119 -1.17471
C 2.49324 -2.50393 -1.93483
C 3.25970 -3.48595 -1.32866
C 3.12480 -3.72748 0.03207
C 2.23706 -2.98084 0.79325
C 1.47012 -1.99541 0.19346
C -0.65935 -1.43055 -3.28959
C -0.22143 -2.31376 -4.26991
C -1.15192 -2.96026 -5.06753
C -2.50943 -2.72708 -4.87881
C -2.94045 -1.84724 -3.89590
C -2.01460 -1.19096 -3.09460
H 3.00016 0.88556 -1.47899
H 4.60194 2.28945 -2.75560
H 4.26063 2.65693 -5.17586
H 2.33283 1.63779 -6.33260
H 0.72736 0.24419 -5.06689
H 2.61824 -2.30048 -2.99186
H 3.96502 -4.05780 -1.91736
H 3.72388 -4.49633 0.50342
H 2.14195 -3.15733 1.85661
H 0.79048 -1.42980 0.80504
H 0.83489 -2.49899 -4.42061
H -0.81843 -3.64569 -5.83601
H -3.23300 -3.23557 -5.50365
H -3.99763 -1.66912 -3.74883
H -2.33718 -0.49911 -2.32877
C -3.70134 1.27005 1.55757
C -3.00152 2.57747 1.34497
C -3.52339 3.84469 1.33465
C -2.43256 4.74036 1.10419
C -1.30885 3.96672 0.98927
C 0.11586 4.36451 0.74652
N -1.63681 2.63626 1.13570
H -4.78122 1.41831 1.55685
H -3.43881 0.80961 2.51524
H -3.47478 0.53995 0.77712
H -4.56305 4.10605 1.46966
H -2.47791 5.81739 1.02893
H 0.19066 5.43309 0.54551
H 0.54293 3.84580 -0.11922
H 0.75929 4.15300 1.60737
```

## Properties
2S+1 = 6
HOMO (alpha / beta) = -6.55 / -6.55 eV
Energy above the lowest of the compared OMol25 structures with the same formula, charge and spin = 0.0000 eV
Max |F| = 0.0302 hartree/bohr
E_LUMO (alpha / beta) = -0.1 / 0.0 eV
Orbital gap (alpha / beta) = 6.5 / 6.5 eV


This record from the OMol25 dataset describes a single C3H6N4O molecule in a non-equilibrium geometry. The level of theory is ωB97M-V/def2-TZVPD.

```
14
C3H6N4O, DFT ωB97M-V/def2-TZVPD
H -0.72274 -0.85185 2.81422
N -0.58193 -0.23699 2.00415
C -0.62400 -0.93259 0.78438
N -1.44354 -2.05848 0.52893
N -1.85088 -2.14062 -0.58176
O -1.33389 -1.06303 -1.36090
N -0.50139 -0.49204 -0.49820
C 0.17100 0.74928 -0.86136
C 1.65556 0.97337 -0.25158
H -0.16651 0.89737 -1.92108
H -0.46110 1.72611 -0.52027
H 2.37072 0.62980 -0.85420
H 1.88814 2.08545 -0.15863
H 1.60057 0.71422 0.87628
```

## Properties
2S+1 = 1
HOMO = -8.84 eV
Energy above the lowest of the compared OMol25 structures with the same formula, charge and spin = 6.3776 eV
Max |F| = 0.1185 hartree/bohr
E_LUMO = 0.2 eV
Orbital gap = 9.0 eV


This record from the OMol25 dataset describes 2 unconnected molecules or ions with the total composition C6H12O in a non-equilibrium geometry. The level of theory is ωB97M-V/def2-TZVPD.

```
19
C6H12O, DFT ωB97M-V/def2-TZVPD
C 1.52310 1.34870 0.68536
C 0.10658 1.27441 0.11892
C -0.15060 0.06732 -0.69601
C 0.33793 -1.21481 -0.08003
C -2.01649 -0.89410 -1.97798
C -1.31151 0.17447 -1.52916
H 1.39208 0.46387 1.32486
H 2.39740 1.21245 0.03627
H 1.60560 2.16436 1.40785
H -0.41694 1.02649 1.07623
H -0.39059 2.15705 -0.29409
H -0.24485 -2.10651 -0.35258
H 0.30772 -0.98748 1.02866
H -2.96431 -0.76902 -2.49735
H -1.59368 -1.89499 -1.98976
H -1.75116 1.15312 -1.69166
H 1.36432 -1.41974 -0.45336
H 1.01957 -1.24281 3.22474
O 0.78581 -0.51277 2.65908
```

## Properties
2S+1 = 1
HOMO = -7.43 eV
Energy above the lowest of the compared OMol25 structures with the same formula, charge and spin = 5.6379 eV
Max |F| = 0.0581 hartree/bohr
E_LUMO = -2.3 eV
Orbital gap = 5.1 eV


This record from the OMol25 dataset describes a molecular structure, C39H29N5OReS4. The level of theory is ωB97M-V/def2-TZVPD.

```
79
C39H29N5OReS4, DFT ωB97M-V/def2-TZVPD
Re 0.98692 2.92166 -0.49326
S 0.53945 4.84176 0.56322
C -0.43448 4.82680 2.04122
C -1.55455 5.65935 2.01209
C -2.38687 5.74991 3.11583
C -2.09229 5.02910 4.26547
C -0.95797 4.23316 4.31293
C -0.11949 4.11818 3.20647
S 1.39550 3.21602 3.38180
C 0.92749 1.55717 2.74336
C 2.10122 1.08334 1.94092
C 2.91747 0.09049 2.44968
C 4.12018 -0.19857 1.82464
C 4.50745 0.57691 0.74961
C 3.64654 1.54914 0.26747
C 4.16584 2.44040 -0.83870
S 3.02770 3.81552 -1.21325
C 2.88713 3.87711 -2.98469
C 4.00317 4.13015 -3.77275
C 3.84580 4.25477 -5.14317
C 2.57889 4.15678 -5.70484
C 1.46776 3.92307 -4.90933
C 1.61081 3.77949 -3.53226
S 0.16893 3.42275 -2.56443
N 2.42465 1.74699 0.80564
H -1.76357 6.23716 1.12003
H -3.25264 6.39717 3.08191
H -2.72785 5.10831 5.13757
H -0.69549 3.70862 5.22197
H 0.01742 1.66448 2.16877
H 0.73986 0.88708 3.57791
H 2.62197 -0.43034 3.34982
H 4.76860 -0.97809 2.20210
H 5.47659 0.44993 0.28502
H 4.36183 1.88304 -1.75331
H 5.10721 2.87933 -0.51146
H 4.98219 4.23885 -3.32172
H 4.70765 4.44194 -5.76862
H 2.45464 4.26541 -6.77389
H 0.48082 3.84473 -5.34762
C -4.72343 -9.57881 1.03860
O -3.52912 -9.22265 0.34907
C -3.17208 -7.93629 0.30039
C -3.88784 -6.89721 0.89539
C -3.42970 -5.59715 0.78379
C -2.26427 -5.30022 0.08665
C -1.55113 -6.35196 -0.50775
C -1.99497 -7.64496 -0.40306
C -1.76455 -3.94604 -0.05394
N -0.67730 -3.60316 -0.72447
C -0.57689 -2.25681 -0.59586
C -1.61813 -1.74595 0.16104
N -2.36631 -2.84110 0.49505
C -1.78862 -0.35797 0.40125
C -2.89363 0.24126 1.03846
C -2.96202 1.60876 1.11154
C -1.91292 2.37906 0.60809
N -0.83257 1.83946 0.06512
C -0.77918 0.48904 -0.09199
C 0.30029 -0.02623 -0.87944
N 1.15253 0.88250 -1.41720
C 2.01391 0.48117 -2.33825
C 2.15933 -0.85794 -2.70280
C 1.36825 -1.80816 -2.10113
C 0.38983 -1.39045 -1.18670
H -4.81359 -10.65472 0.93984
H -5.59380 -9.09822 0.58866
H -4.66033 -9.31359 2.09532
H -4.79763 -7.09494 1.44175
H -4.01339 -4.81284 1.25466
H -0.64546 -6.12437 -1.05291
H -1.45532 -8.46504 -0.85763
H -3.20697 -2.85836 1.04643
H -3.69515 -0.36830 1.43504
H -3.81290 2.10764 1.55317
H -1.94979 3.45859 0.66937
H 2.59942 1.24849 -2.83061
H 2.88352 -1.12202 -3.46053
H 1.44542 -2.85958 -2.34657
```

## Properties
2S+1 = 2
HOMO (alpha / beta) = -11.92 / -11.93 eV
Energy above the lowest of the compared OMol25 structures with the same formula, charge and spin = 1.3387 eV
Max |F| = 0.0088 hartree/bohr
E_LUMO (alpha / beta) = -7.0 / -7.1 eV
Orbital gap (alpha / beta) = 4.9 / 4.8 eV
Total charge = +2


This record from the OMol25 dataset describes a single C16H21ClN2OS molecule in a non-equilibrium geometry. The level of theory is ωB97M-V/def2-TZVPD.

```
42
C16H21ClN2OS, DFT ωB97M-V/def2-TZVPD
O 2.28951 -0.51306 -0.38990
C 1.11039 -0.28715 -0.20493
C 0.00301 -1.22011 -0.60948
S -0.22021 -2.41020 0.76106
C 1.29766 -3.38923 0.54162
C 1.28775 -4.27333 -0.66977
C 0.10672 -4.69086 -1.26939
C 0.11782 -5.50274 -2.38918
C 1.32174 -5.91527 -2.93239
C 2.51162 -5.52130 -2.34658
C 2.48937 -4.71011 -1.22425
Cl 3.99531 -4.25356 -0.50189
N 0.71689 0.83339 0.45891
N -0.58156 1.12993 0.67762
C -0.93710 2.12596 1.37865
C -2.40823 2.38134 1.49076
C -2.85731 3.49926 0.53965
C -2.03020 4.78190 0.63886
C -0.60794 4.62102 0.08903
C 0.43821 4.22758 1.13549
C -0.03385 3.10687 2.07852
H 0.26311 -1.78193 -1.50504
H -0.94156 -0.69362 -0.71352
H 2.13318 -2.68792 0.49741
H 1.38991 -3.98593 1.45131
H -0.83241 -4.36836 -0.84414
H -0.81501 -5.81145 -2.83602
H 1.33921 -6.54549 -3.80839
H 3.45862 -5.83979 -2.75324
H 1.46349 1.43495 0.80593
H -2.94917 1.46787 1.24350
H -2.64673 2.66365 2.51805
H -2.80559 3.12879 -0.48628
H -3.90244 3.72975 0.75669
H -2.54350 5.54977 0.05571
H -1.99676 5.13007 1.67254
H -0.62435 3.87036 -0.70465
H -0.28513 5.56068 -0.36450
H 0.69676 5.09975 1.73975
H 1.34391 3.91787 0.60850
H 0.83360 2.59560 2.50560
H -0.58873 3.54504 2.90840
```

## Properties
2S+1 = 1
HOMO = -8.61 eV
Energy above the lowest of the compared OMol25 structures with the same formula, charge and spin = 0.0579 eV
Max |F| = 0.0251 hartree/bohr
E_LUMO = 0.7 eV
Orbital gap = 9.3 eV